(1)
{
  "formula": "C6H11P",
  "method": "ωB97M-V/def2-TZVPD",
  "symbols": ["P", "C", "C", "C", "C", "C", "C", "H", "H", "H", "H", "H", "H", "H", "H", "H", "H", "H"],
  "positions_angstrom": [[-2.467, 0.241, 0.115], [-0.833, -0.444, -0.155], [-0.312, -1.714, 0.514], [0.519, 0.243, 0.049], [0.893, 1.583, 0.472], [1.058, -1.045, 0.817], [0.028, -0.011, -1.308], [-1.075, -2.066, 1.382], [-2.968, -1.115, 0.003], [-0.420, 0.874, -1.655], [0.009, 2.143, 0.552], [1.284, -0.786, 1.856], [1.404, 1.521, 1.396], [-2.225, 0.052, 1.546], [0.469, -0.624, -2.102], [-0.298, -2.496, -0.187], [1.477, 2.072, -0.187], [1.810, -1.642, 0.307]],
  "lowdin_charge": [0.794, -0.676, -0.166, -0.434, -0.029, -0.055, -0.096, 0.137, -0.081, 0.063, 0.067, 0.110, 0.077, -0.066, 0.122, 0.077, 0.051, 0.106],
  "total_energy_ev": -15680.5338,
  "spin_multiplicity": 3
}

***

(2)
{
  "formula": "C6H11PS",
  "method": "ωB97M-V/def2-TZVPD",
  "symbols": ["S", "P", "C", "C", "C", "C", "C", "C", "H", "H", "H", "H", "H", "H", "H", "H", "H", "H", "H"],
  "positions_angstrom": [[-0.368, 2.873, 2.065], [-0.501, 1.206, 1.054], [0.990, -0.860, -0.957], [0.733, 0.238, -1.582], [0.902, -1.227, 0.571], [0.859, -0.073, 1.541], [0.519, 1.378, -2.522], [-2.116, 0.438, 1.600], [0.602, -0.404, 2.453], [-2.312, -0.621, 1.093], [-2.141, 0.348, 2.804], [-0.491, 1.533, -2.569], [1.883, -1.954, 0.726], [1.020, 2.180, -2.165], [1.666, 0.644, 1.499], [-2.987, 1.219, 1.234], [1.227, -1.726, -1.530], [0.931, 1.001, -3.532], [0.020, -1.863, 0.449]],
  "lowdin_charge": [0.117, 0.366, -0.184, -0.039, -0.254, -0.356, -0.082, -0.389, 0.027, 0.052, 0.073, 0.041, 0.160, 0.035, 0.064, 0.073, 0.086, 0.117, 0.092],
  "total_energy_ev": -26519.8805,
  "spin_multiplicity": 1
}

***

(3)
{
  "formula": "C6H11S",
  "method": "ωB97M-V/def2-TZVPD",
  "symbols": ["S", "C", "C", "C", "C", "C", "C", "H", "H", "H", "H", "H", "H", "H", "H", "H", "H", "H"],
  "positions_angstrom": [[-0.994, -0.137, 1.284], [0.820, 1.368, -1.680], [-0.490, 1.403, -1.961], [-1.162, -1.612, 0.212], [2.573, 1.271, 0.015], [1.300, 1.540, -0.308], [-0.760, -2.879, 0.968], [2.947, 1.277, 1.027], [1.463, 1.176, -2.540], [0.278, -2.709, 1.288], [-0.861, 1.508, -2.975], [-1.349, -3.010, 1.876], [-0.674, -3.765, 0.325], [3.153, 0.863, -0.804], [0.551, 1.749, 0.443], [-1.269, 1.315, -1.208], [-2.196, -1.724, -0.152], [-0.540, -1.507, -0.693]],
  "lowdin_charge": [0.188, -0.216, -0.027, -0.809, -0.024, -0.262, -0.268, 0.040, 0.089, 0.040, 0.036, 0.041, 0.043, 0.037, 0.016, 0.022, 0.026, 0.028],
  "total_energy_ev": -17234.7098,
  "spin_multiplicity": 1,
  "total_charge": -1
}